[1]
C25H26N4O3 in the gas phase. Source: the Open Molecules 2025 dataset; level of theory: ωB97M-V/def2-TZVPD.

For the HOMO energy, the calculation gives -7.92 eV. The value obtained for the HOMO-LUMO gap is 8.29 eV. For the energy above the lowest of the compared OMol25 structures with the same formula, charge and spin, the calculation gives 555.2 kcal per mole. As for the total energy: -1412.192235 Eh. As for the SMILES: COc1ccccc1CCc1nnc(CCC(=O)N(C)Cc2cccc3cnccc23)o1. For the molar mass, the calculation gives 430.51 g mol⁻¹.

Geometry as ORCA input:
```
! RIJCOSX wB97M-V def2-TZVPD def2/J DEFGRID3
* xyz 0 1
C -0.170 0.252 1.991
O -0.252 1.348 0.910
C -1.627 1.656 0.667
C -2.781 0.935 1.125
C -4.132 1.484 1.030
C -4.332 2.496 0.267
C -3.147 3.231 -0.590
C -1.894 2.793 -0.287
C -0.648 3.396 -0.897
C 0.574 3.520 -0.129
C 1.583 2.721 -0.152
N 1.769 1.914 -1.377
N 2.739 1.065 -0.845
C 3.212 1.180 0.296
C 4.356 0.767 0.940
C 4.357 -0.775 0.385
C 3.063 -1.359 0.737
O 2.449 -1.361 1.941
N 2.528 -1.982 -0.594
C 3.224 -2.250 -1.668
C 1.287 -2.843 -0.065
C 0.071 -1.925 -0.709
C 0.168 -0.952 -1.579
C -0.882 -0.167 -1.895
C -2.199 -0.705 -1.585
C -2.400 -1.774 -0.738
C -3.608 -1.923 -0.286
N -3.847 -3.155 0.263
C -2.819 -3.861 1.107
C -1.539 -3.541 0.532
C -1.363 -2.332 -0.200
O 2.390 2.264 0.882
H 0.998 0.019 1.915
H -0.555 0.534 2.829
H -0.843 -0.656 1.706
H -2.661 0.385 2.174
H -4.814 1.030 1.554
H -5.163 2.906 -0.040
H -3.065 4.100 -1.249
H -0.425 3.027 -1.713
H -1.151 4.488 -1.387
H 1.040 4.697 -0.365
H 0.317 3.821 0.988
H 3.940 0.690 2.176
H 5.058 1.278 0.951
H 4.590 -0.647 -0.409
H 5.186 -1.204 0.960
H 3.338 -1.476 -2.101
H 4.118 -2.666 -1.632
H 2.380 -2.850 -2.199
H 1.232 -3.027 0.991
H 1.415 -3.947 -0.553
H 1.333 -0.627 -1.732
H -0.848 0.715 -2.615
H -3.090 -0.158 -1.862
H -4.618 -1.604 -0.607
H -3.199 -4.661 1.701
H -0.640 -4.284 1.042
*
```


[2]
2 unconnected molecules or ions with the total composition C3H3IO2. Source: the Open Molecules 2025 dataset; level of theory: ωB97M-V/def2-TZVPD.

For the HOMO energy (spin up / spin down), the calculation gives -9.37 / -9.37 eV. The value obtained for the HOMO-LUMO gap (spin up / spin down) is 8.62 / 8.62 eV. For the energy above the lowest of the compared OMol25 structures with the same formula, charge and spin, the calculation gives 173.0 kcal per mole. As for the total energy: -563.993100 Eh. For the molar mass, the calculation gives 197.96 g mol⁻¹.

Geometry as ORCA input:
```
! RIJCOSX wB97M-V def2-TZVPD def2/J DEFGRID3
* xyz 0 1
C -1.916 2.316 -0.917
C -1.103 2.002 -0.127
C 0.986 -1.511 0.307
O 3.008 -2.016 0.869
O 1.740 -2.023 1.120
I -1.004 -2.038 0.525
H -2.683 2.174 -1.563
H 1.242 -1.045 -0.747
H -0.269 2.141 0.534
*
```


[3]
C6H5N in the gas phase. Source: the Open Molecules 2025 dataset; level of theory: ωB97M-V/def2-TZVPD.

For the HOMO energy (spin up / spin down), the calculation gives -5.68 / -9.18 eV. The value obtained for the HOMO-LUMO gap (spin up / spin down) is 6.46 / 7.98 eV. For the energy above the lowest of the compared OMol25 structures with the same formula, charge and spin, the calculation gives 92.2 kcal per mole. As for the total energy: -286.019159 Eh. For the molar mass, the calculation gives 91.11 g mol⁻¹.

Geometry as ORCA input:
```
! RIJCOSX wB97M-V def2-TZVPD def2/J DEFGRID3
* xyz 0 3
C -2.408 -0.991 -0.297
C -1.161 -1.182 0.159
C -2.065 0.704 -0.142
C 0.241 -1.259 -0.140
C -0.666 1.133 -0.168
C -0.204 -0.063 0.623
N -3.099 0.191 0.244
H 0.895 -2.058 0.327
H 0.733 -0.966 -1.198
H -0.278 1.052 -1.195
H -0.398 2.048 0.118
H 0.053 -0.004 1.626
*
```


Please write out number 1 again, unchanged.
C25H26N4O3 in the gas phase. Source: the Open Molecules 2025 dataset; level of theory: ωB97M-V/def2-TZVPD.

For the HOMO energy, the calculation gives -7.92 eV. The value obtained for the HOMO-LUMO gap is 8.29 eV. For the energy above the lowest of the compared OMol25 structures with the same formula, charge and spin, the calculation gives 555.2 kcal per mole. As for the total energy: -1412.192235 Eh. As for the SMILES: COc1ccccc1CCc1nnc(CCC(=O)N(C)Cc2cccc3cnccc23)o1. For the molar mass, the calculation gives 430.51 g mol⁻¹.

Geometry as ORCA input:
```
! RIJCOSX wB97M-V def2-TZVPD def2/J DEFGRID3
* xyz 0 1
C -0.170 0.252 1.991
O -0.252 1.348 0.910
C -1.627 1.656 0.667
C -2.781 0.935 1.125
C -4.132 1.484 1.030
C -4.332 2.496 0.267
C -3.147 3.231 -0.590
C -1.894 2.793 -0.287
C -0.648 3.396 -0.897
C 0.574 3.520 -0.129
C 1.583 2.721 -0.152
N 1.769 1.914 -1.377
N 2.739 1.065 -0.845
C 3.212 1.180 0.296
C 4.356 0.767 0.940
C 4.357 -0.775 0.385
C 3.063 -1.359 0.737
O 2.449 -1.361 1.941
N 2.528 -1.982 -0.594
C 3.224 -2.250 -1.668
C 1.287 -2.843 -0.065
C 0.071 -1.925 -0.709
C 0.168 -0.952 -1.579
C -0.882 -0.167 -1.895
C -2.199 -0.705 -1.585
C -2.400 -1.774 -0.738
C -3.608 -1.923 -0.286
N -3.847 -3.155 0.263
C -2.819 -3.861 1.107
C -1.539 -3.541 0.532
C -1.363 -2.332 -0.200
O 2.390 2.264 0.882
H 0.998 0.019 1.915
H -0.555 0.534 2.829
H -0.843 -0.656 1.706
H -2.661 0.385 2.174
H -4.814 1.030 1.554
H -5.163 2.906 -0.040
H -3.065 4.100 -1.249
H -0.425 3.027 -1.713
H -1.151 4.488 -1.387
H 1.040 4.697 -0.365
H 0.317 3.821 0.988
H 3.940 0.690 2.176
H 5.058 1.278 0.951
H 4.590 -0.647 -0.409
H 5.186 -1.204 0.960
H 3.338 -1.476 -2.101
H 4.118 -2.666 -1.632
H 2.380 -2.850 -2.199
H 1.232 -3.027 0.991
H 1.415 -3.947 -0.553
H 1.333 -0.627 -1.732
H -0.848 0.715 -2.615
H -3.090 -0.158 -1.862
H -4.618 -1.604 -0.607
H -3.199 -4.661 1.701
H -0.640 -4.284 1.042
*
```